(1)
54
Properties=species:S:1:pos:R:3:forces:R:3 method="wB97M-V/def2-TZVPD" molar_mass_g_mol=387.48 max_force_ev_per_a=1.75 homo_ev=-7.137
C -1.7316 -2.3103 5.1211 0.0486 -0.0785 -0.4983
O -2.0644 -2.7639 3.7912 0.3242 0.1754 -0.0252
C -1.1504 -2.7587 2.7917 0.4792 -0.1959 -0.2212
C -1.6071 -3.2485 1.5361 -0.0734 0.2854 0.7873
C -0.7591 -3.3137 0.4599 0.6342 0.2162 -0.3434
C 0.6015 -2.9064 0.5746 0.0800 -0.0905 1.1609
C 1.4640 -2.8765 -0.5690 -1.1372 0.9352 -0.6897
C 2.3817 -1.8273 -0.8407 0.6351 0.8021 -0.1595
C 3.1256 -1.8889 -2.0557 -0.1620 -0.0495 0.2137
C 4.1402 -0.9917 -2.3252 0.0142 0.0023 -0.0800
C 4.5156 -0.0152 -1.3829 -0.4417 -0.7236 0.0122
C 5.7498 0.7998 -1.5975 0.3018 0.2856 -0.0816
C 3.7069 0.1453 -0.2482 -0.2271 -0.0241 0.0187
C 2.6053 -0.6773 -0.0156 0.3422 -0.3767 -0.1572
C 1.0588 -2.4739 1.8568 -0.1273 0.1711 -0.9723
C 0.1988 -2.3506 2.9313 -0.6802 -0.1372 0.3844
H -2.6319 -2.5233 5.7019 0.2662 0.0895 -0.0404
H -0.8732 -2.8573 5.5369 -0.2364 0.0754 -0.1823
H -1.5243 -1.2306 5.1330 -0.0499 -0.2737 -0.0687
H -2.6501 -3.5519 1.4655 0.2287 0.0902 -0.0456
H -1.1455 -3.5873 -0.5281 0.1622 -0.1098 0.4750
H 1.2696 -3.5673 -1.3853 -0.2371 0.3365 0.1439
H 2.8780 -2.6804 -2.7687 0.2518 0.1600 0.3440
H 4.7006 -1.0750 -3.2614 -0.1626 -0.0183 0.3614
H 6.0730 1.2899 -0.6712 -0.0671 -0.1286 -0.2186
H 6.5726 0.1759 -1.9759 -0.2626 0.1289 0.1805
H 5.5858 1.5834 -2.3497 -0.0464 -0.1246 0.1383
H 3.9655 0.9318 0.4673 -0.2640 -0.1833 -0.2714
H 1.9149 -0.4259 0.7936 0.3777 -0.2286 -0.2368
H 2.1093 -2.1870 1.9554 -0.3983 -0.3061 0.1074
H 0.5568 -1.9371 3.8795 -0.1105 -0.3136 -0.3626
C -1.7696 -6.7905 -4.4808 0.2151 -0.0879 0.2915
C -1.4363 -5.7150 -3.6485 0.2019 -0.3211 0.2647
C -0.6296 -5.9267 -2.5248 -0.1498 -0.1303 -0.3533
C -0.1517 -7.2051 -2.2207 0.0752 -0.0456 0.2300
C 0.7759 -7.3739 -1.0232 0.3362 0.3171 0.0854
C 2.1252 -6.6293 -1.1630 0.6901 -0.4806 -0.6593
C 3.2667 -7.2155 -0.3212 -0.1921 -0.2697 0.3149
O 4.1843 -6.1392 -0.1522 0.2673 -0.4058 -0.3198
C 3.5391 -4.9674 -0.5182 -1.3510 -0.9351 -0.1351
O 4.1860 -3.9267 -0.5146 -0.5022 -0.2500 0.2745
N 2.2234 -5.2354 -0.8196 1.2115 1.2596 0.1208
C -0.5268 -8.2905 -3.0324 0.0524 0.4882 0.0211
C -1.3216 -8.0808 -4.1666 0.0518 0.3197 0.2962
H -2.3713 -6.6236 -5.3705 0.0490 -0.0468 0.1621
H -1.8009 -4.7100 -3.8530 0.0464 -0.2094 -0.1041
H -0.3389 -5.0997 -1.8711 -0.0947 -0.2643 -0.2784
H 0.2960 -7.0330 -0.0936 0.0037 -0.1564 -0.1815
H 1.0341 -8.4343 -0.9194 -0.1950 0.0434 0.0798
H 2.4322 -6.7843 -2.2243 -0.1914 0.1314 0.1843
H 2.8960 -7.5392 0.6642 0.1087 0.0251 -0.0817
H 3.7748 -8.0474 -0.8204 -0.0461 0.0961 0.1597
H -0.1774 -9.2941 -2.7716 -0.1166 0.3240 -0.1480
H -1.5986 -8.9259 -4.7953 0.0670 0.2069 0.1032

---

(2)
58
Properties=species:S:1:pos:R:3:forces:R:3 method="wB97M-V/def2-TZVPD" charge=-1 molar_mass_g_mol=466.45 max_force_ev_per_a=2.55 homo_ev=-4.295 smiles="COC(=O)C(OC)(C(=O)OC)[C@H](N=P([O-])(c1ccccc1)c1ccccc1)c1ccccc1"
C 3.6739 1.5085 3.4848 -0.3988 -0.0188 -0.1023
O 2.3293 0.9912 3.3431 0.7600 -0.0266 0.2302
C 1.6816 1.2655 2.2096 1.1166 1.0574 -1.7960
O 1.9948 2.1482 1.4222 0.0840 -0.8399 1.4948
C 0.5471 0.2919 1.8541 0.6505 1.6549 1.8305
O 0.6844 -0.9616 2.4305 -0.6035 0.0441 1.4125
C 0.3316 -1.0508 3.8142 -0.0295 -0.0970 -0.4221
C -0.6281 1.1573 2.3750 -0.7479 -0.2731 0.0384
O -0.4622 2.3061 2.7414 -0.1974 -0.5593 -0.2801
O -1.7973 0.5261 2.4588 0.3488 0.5975 -0.0687
C -2.8836 1.4254 2.7482 -0.0315 -0.1026 0.3069
C 0.6494 0.0611 0.3668 -0.7863 -0.2134 -0.8485
N -0.5173 -0.6210 -0.0206 -1.7897 -0.2800 -1.4541
P -1.7651 0.0996 -0.7363 1.2533 -0.6020 0.8506
O -2.8799 0.7668 0.0038 -0.2358 0.2649 -0.1458
C -1.0872 1.3071 -1.9192 -0.1467 0.1322 0.0077
C -0.4546 0.8896 -3.0895 0.1857 0.6652 -0.2228
C 0.0429 1.8430 -3.9857 -0.0451 -0.1148 0.1928
C -0.0856 3.2078 -3.7096 -0.1102 -0.1340 0.1796
C -0.7062 3.6136 -2.5234 0.1196 -0.1527 0.0129
C -1.1956 2.6660 -1.6186 0.2524 0.1637 -0.5371
C -2.4830 -1.1672 -1.8102 -0.0765 -0.0462 0.2011
C -1.8897 -2.4212 -1.9307 -0.4214 -0.2630 -0.5985
C -2.4689 -3.3730 -2.7824 -0.0762 0.2698 0.1462
C -3.6371 -3.0642 -3.4856 0.1137 0.1452 0.0535
C -4.2300 -1.8020 -3.3460 0.1972 -0.0147 0.1733
C -3.6622 -0.8529 -2.4945 0.1364 -0.5437 -0.2685
C 1.8902 -0.8093 0.2242 0.0160 0.5056 -0.8414
C 3.1438 -0.2310 0.0028 -0.1507 -0.4568 0.3844
C 4.2835 -1.0226 0.1634 -0.0885 -0.0332 -0.3399
C 4.1544 -2.3935 0.3921 0.0723 -0.0888 0.1813
C 2.8864 -2.9770 0.4720 -0.3540 0.2212 -0.2087
C 1.7438 -2.1814 0.3806 0.7848 -0.2271 0.0205
H 4.3617 0.6591 3.4077 -0.1468 0.1767 0.0036
H 3.8729 2.2399 2.6982 -0.0248 -0.0999 0.1734
H 3.7471 1.9659 4.4733 -0.0030 -0.0289 -0.1431
H 0.6528 -2.0492 4.1165 -0.0137 0.1393 0.1367
H 0.8588 -0.2787 4.3865 -0.2103 -0.2961 0.0859
H -0.7577 -0.9621 3.9308 0.2903 -0.0376 0.0868
H -3.7894 0.8377 2.6205 0.0922 0.1005 -0.1218
H -2.7871 1.7716 3.7831 -0.0526 0.0006 -0.1065
H -2.8639 2.2860 2.0721 -0.0633 -0.3778 0.1010
H 0.7724 1.0268 -0.1302 0.3182 0.0134 -0.0062
H -0.3443 -0.1740 -3.2938 -0.0497 0.1749 0.0063
H 0.5388 1.5115 -4.8964 -0.0767 0.1017 0.1156
H 0.3078 3.9515 -4.4093 -0.1582 -0.2550 0.2303
H -0.8023 4.6726 -2.2942 0.0552 -0.1217 -0.0483
H -1.6566 2.9725 -0.6796 -0.0118 -0.1068 -0.2745
H -0.9797 -2.6351 -1.3725 -0.1920 0.1547 -0.0972
H -1.9947 -4.3482 -2.8891 -0.1757 0.1402 -0.0260
H -4.0854 -3.8023 -4.1533 0.1162 0.1756 0.1674
H -5.1333 -1.5519 -3.8976 0.0901 -0.1206 0.0486
H -4.1140 0.1302 -2.3583 0.1136 -0.2523 -0.0098
H 3.1953 0.8329 -0.2373 0.1216 -0.3376 0.2348
H 5.2667 -0.5616 0.0823 -0.0999 -0.1760 -0.0498
H 5.0441 -3.0152 0.5209 -0.2208 0.1977 -0.0838
H 2.7504 -4.0489 0.6071 0.2676 0.1392 0.0237
H 0.7361 -2.5768 0.4774 0.2326 0.0618 -0.0300

---

(3)
64
Properties=species:S:1:pos:R:3:forces:R:3 method="wB97M-V/def2-TZVPD" molar_mass_g_mol=782.28 max_force_ev_per_a=1.84 homo_ev=-7.088
Cd 16.9082 14.4275 8.0555 -0.1125 0.4371 0.0424
S 18.4748 9.7310 13.4653 0.1015 0.1623 -0.0613
C 18.2869 10.8377 12.2692 -0.5154 0.8672 0.0905
S 17.9376 10.4524 10.6421 0.0338 -0.4862 -0.7355
C 17.9098 12.0493 9.9241 0.3945 0.7157 0.7474
C 18.0801 13.0844 10.8030 -0.0111 -0.7499 -0.6201
S 18.2072 14.7979 10.3812 -0.2882 -0.2377 0.1429
S 18.1989 12.5791 12.4838 0.4180 -0.0045 0.2020
S 17.8310 12.1362 8.1758 0.0463 -0.0453 0.2801
N 21.0877 14.8978 9.2132 -0.8698 -0.1912 0.2898
C 20.8251 15.2011 7.7989 -0.4771 -0.0046 -0.7048
C 22.1177 14.9732 6.9874 -0.9957 0.0412 0.5205
N 22.6295 13.6153 7.1549 0.6135 0.5400 -0.1551
C 22.7510 13.2115 8.5387 0.1664 -0.4897 0.6472
C 21.4612 13.4648 9.3332 1.1447 0.3353 -0.1256
H 20.1955 15.0297 9.7880 -0.1396 -0.1714 -0.3202
H 21.7681 15.5424 9.5831 0.6139 0.0330 0.2628
H 20.4531 16.2288 7.7184 0.1127 -0.1562 -0.0219
H 19.9981 14.5185 7.4795 0.7259 0.5395 0.1583
H 22.8588 15.7226 7.3062 0.0583 -0.3217 -0.1019
H 21.8371 15.1968 5.9586 0.3263 -0.2355 -0.1403
H 22.0920 12.9455 6.6430 -0.3888 -0.2373 -0.2453
H 23.6168 13.7199 8.9984 -0.3485 0.1089 -0.0947
H 23.0034 12.1338 8.6281 -0.2476 0.5704 -0.3043
H 21.5642 13.2556 10.3834 -0.0149 -0.3409 0.4044
H 20.6532 12.9084 8.8834 -0.4746 -0.2233 0.1116
C 16.3258 12.0377 5.3696 -0.3250 1.1444 0.3469
N 17.7614 11.9084 5.2547 -0.1251 0.0963 -0.3857
C 18.7302 12.8448 5.0925 -0.7619 0.4022 0.1198
Se 18.5342 14.6652 5.1080 -0.1523 0.1164 0.1572
N 19.8845 12.1874 4.8944 1.6060 0.4157 -0.5129
C 19.6741 10.8237 4.8383 -0.8062 -0.1421 0.8655
C 20.5190 9.7585 4.6690 1.1325 -1.2323 -0.1044
C 19.9630 8.4686 4.8046 -0.3098 1.0262 -0.4925
C 18.5822 8.3205 5.0250 1.1189 -0.4860 -0.1217
C 17.7515 9.3972 5.1969 -0.1822 0.5063 -0.0519
C 18.3045 10.6531 5.1373 1.5718 -0.2148 -0.6336
H 16.0102 13.0925 5.4532 0.3610 -0.4207 -0.4132
H 16.0081 11.5743 6.2849 -0.0584 -0.3637 0.4791
H 15.8322 11.5316 4.5527 -0.0373 0.0911 -0.4442
H 20.7925 12.6602 4.7290 -1.3348 -0.4141 0.0819
H 21.6056 9.8715 4.4295 -1.1172 0.0089 0.2929
H 20.5894 7.6056 4.6239 -0.0567 -0.0109 0.1461
H 18.1671 7.3311 5.0374 -0.1176 -0.2963 0.0869
H 16.7026 9.2904 5.3303 -0.6694 -0.2506 0.2196
C 8.0861 21.3804 6.9280 0.0149 -1.0218 -0.6077
C 9.3361 20.5691 7.1868 0.3312 0.8105 -0.3995
O 9.3608 19.5110 7.7203 -0.4990 -1.1452 0.6740
S 10.8428 21.3000 6.5797 -0.2037 1.1159 -0.5301
C 11.9850 20.0225 6.8693 -0.2390 -1.0041 -0.2250
C 12.5764 19.8674 8.1020 0.0391 1.6355 0.8316
C 13.4564 18.8515 8.3348 0.1040 -0.9218 -0.1718
C 13.7593 17.8878 7.3655 -0.7790 1.0971 -0.8421
C 13.1089 18.0027 6.1247 -0.4614 0.9038 0.6092
C 12.2111 19.0463 5.9037 0.3734 -0.0761 -0.4631
C 14.7221 16.8757 7.5272 0.4458 -1.0482 0.2575
C 15.4646 15.9160 7.5740 0.4773 -0.2268 0.2534
H 7.5405 21.4818 7.8511 -0.1840 0.1915 0.3060
H 7.4870 20.7474 6.2501 0.0768 0.2960 0.2593
H 8.2677 22.3197 6.4317 0.1291 0.3525 0.0506
H 12.4262 20.6494 8.8804 -0.0506 -0.8072 -0.5949
H 13.8581 18.7580 9.3075 0.6448 -0.0985 0.8055
H 13.3016 17.3066 5.3406 0.1654 -0.4384 -0.3209
H 11.7345 19.1391 4.9294 0.0066 -0.0458 0.2033